[1]
Density functional theory data (wB97M-V/def2-TZVPD) for a cluster of 17 separate species, C37H54Cl18F4O24 in total at a distorted geometry.

Output
**Orbital gap**: 9.831 eV
**HOMO**: -10.09 eV
**Lowest unoccupied orbital energy**: -0.3 eV
**Calculated total energy**: -11930.8531 hartree

Positions of all 137 atoms, in Å:
1 C -3.346 1.670 -2.800
2 C -3.863 0.237 -2.363
3 C -5.338 0.252 -2.249
4 O -5.688 -0.833 -3.083
5 C -4.612 -1.360 -3.629
6 O -4.732 -2.374 -4.416
7 O -3.544 -0.771 -3.289
8 H -3.541 2.550 -2.187
9 H -3.671 2.053 -3.767
10 H -2.270 1.700 -2.976
11 H -3.555 -0.084 -1.368
12 H -5.838 1.190 -2.488
13 H -5.513 0.024 -1.198
14 C 2.245 5.272 3.491
15 C 0.961 5.938 3.048
16 C 0.977 7.457 3.020
17 O 1.297 7.717 1.627
18 C 1.196 6.565 0.846
19 O 1.355 6.565 -0.345
20 O 0.862 5.541 1.619
21 H 2.307 4.184 3.516
22 H 2.428 5.466 4.548
23 H 3.062 5.711 2.918
24 H 0.124 5.596 3.657
25 H 1.766 7.839 3.669
26 H 0.034 7.825 3.425
27 C 1.427 1.167 -0.151
28 C 0.688 -0.161 0.079
29 C 0.979 -1.101 1.194
30 O -0.239 -1.253 1.899
31 C -1.150 -0.723 1.132
32 O -2.312 -0.939 1.369
33 O -0.618 0.016 0.111
34 H 2.464 0.996 -0.440
35 H 1.603 1.620 0.825
36 H 0.915 1.803 -0.873
37 H 0.853 -0.678 -0.866
38 H 1.753 -0.767 1.885
39 H 1.319 -2.041 0.758
40 C 6.100 -3.897 -2.773
41 C 4.786 -3.269 -2.345
42 C 5.042 -2.019 -1.508
43 O 4.833 -1.044 -2.510
44 C 4.138 -1.543 -3.574
45 O 3.719 -0.906 -4.565
46 O 4.030 -2.921 -3.477
47 H 6.847 -3.208 -3.168
48 H 5.985 -4.627 -3.574
49 H 6.537 -4.419 -1.922
50 H 4.294 -4.107 -1.852
51 H 6.004 -2.036 -0.996
52 H 4.269 -1.808 -0.769
53 C 1.659 -2.997 6.938
54 Cl 1.287 -1.284 6.387
55 Cl 3.059 -3.546 6.041
56 H 1.859 -3.083 8.006
57 H 0.833 -3.673 6.715
58 C 3.827 2.721 -3.429
59 Cl 2.210 3.555 -3.611
60 Cl 4.698 2.988 -5.034
61 H 4.433 2.999 -2.567
62 H 3.657 1.646 -3.365
63 C -0.804 1.571 5.637
64 Cl -2.163 2.616 5.154
65 Cl 0.535 2.527 6.338
66 H -1.160 0.795 6.314
67 H -0.464 0.994 4.777
68 C -3.705 -4.240 4.642
69 Cl -5.522 -4.112 4.251
70 Cl -3.389 -5.775 5.406
71 H -3.347 -4.072 3.626
72 H -3.341 -3.468 5.319
73 C -0.860 -5.507 2.367
74 Cl -0.498 -4.320 3.549
75 Cl 0.130 -5.370 0.903
76 H -0.647 -6.484 2.800
77 H -1.867 -5.444 1.955
78 C -0.338 6.123 -3.877
79 Cl 0.320 7.584 -3.207
80 Cl -2.033 5.947 -3.256
81 H -0.469 6.218 -4.955
82 H 0.222 5.256 -3.527
83 C -2.365 5.167 0.715
84 Cl -3.715 5.493 -0.244
85 Cl -2.678 5.917 2.309
86 H -2.218 4.098 0.865
87 H -1.492 5.578 0.209
88 C 6.498 -4.048 2.097
89 Cl 7.383 -3.813 0.508
90 Cl 4.869 -3.250 1.936
91 H 6.413 -5.128 2.215
92 H 7.086 -3.633 2.916
93 C -4.978 1.060 2.808
94 Cl -6.687 0.863 3.139
95 Cl -4.666 1.825 1.298
96 H -4.573 1.557 3.689
97 H -4.595 0.040 2.824
98 C -0.411 1.729 -6.046
99 C 0.216 0.602 -5.222
100 O -0.797 -0.269 -5.054
101 C -1.573 -0.259 -6.155
102 O -2.367 -1.187 -6.444
103 O -1.540 1.015 -6.699
104 F 0.552 1.175 -4.057
105 H 0.340 2.293 -6.601
106 H -0.943 2.512 -5.506
107 H 1.110 0.099 -5.591
108 C -1.706 -3.399 -2.514
109 C -1.490 -4.866 -2.623
110 O -0.026 -4.930 -2.715
111 C 0.471 -3.836 -2.073
112 O 1.626 -3.530 -1.811
113 O -0.529 -2.933 -1.935
114 F -2.064 -5.130 -3.840
115 H -2.569 -3.153 -1.896
116 H -1.925 -3.083 -3.534
117 H -1.895 -5.453 -1.799
118 C -6.861 -3.480 0.914
119 C -6.412 -2.282 0.125
120 O -4.993 -2.522 -0.015
121 C -4.808 -3.739 -0.078
122 O -3.708 -4.315 -0.414
123 O -5.919 -4.399 0.416
124 F -6.502 -1.144 0.889
125 H -7.904 -3.781 0.816
126 H -6.658 -3.214 1.952
127 H -6.840 -2.144 -0.867
128 C 5.005 0.544 1.347
129 C 4.576 1.130 2.707
130 O 3.832 2.219 2.345
131 C 4.129 2.571 1.051
132 O 3.609 3.559 0.479
133 O 5.038 1.752 0.601
134 F 5.701 1.490 3.423
135 H 4.391 -0.286 0.998
136 H 6.061 0.296 1.454
137 H 4.007 0.392 3.273

=====

[2]
Density functional theory data (wB97M-V/def2-TZVPD) for the ion C4H12N2P with charge +1 at a distorted geometry.

Output
**Charge**: +1
**Orbital gap**: 9.927 eV
**HOMO**: -13.23 eV
**Lowest unoccupied orbital energy**: -3.3 eV
**Relative energy (zero: lowest compared OMol25 entry of this formula, charge and spin)**: 31.5 kcal per mole
**Calculated total energy**: -610.1593 hartree

Positions of all 19 atoms, in Å:
1 N -1.344 -1.492 0.752
2 C -0.338 -0.434 0.798
3 C -0.823 1.116 0.799
4 C -0.282 1.754 -0.505
5 N 0.993 0.983 -0.723
6 C 0.590 -0.453 -0.542
7 P 1.826 -1.829 -0.186
8 H -1.779 -1.719 1.644
9 H -2.144 -1.334 0.122
10 H 0.335 -0.474 1.723
11 H -0.367 1.646 1.604
12 H -1.848 0.996 0.886
13 H -0.926 1.245 -1.332
14 H -0.069 2.793 -0.427
15 H 1.313 1.182 -1.599
16 H 1.694 1.288 -0.087
17 H -0.066 -0.664 -1.276
18 H 2.513 -1.939 -1.385
19 H 0.722 -2.664 -0.268

=====

[3]
Density functional theory data (wB97M-V/def2-TZVPD) for the ion C41H50F6N2O3P with charge +1 at a distorted geometry.

Output
**Charge**: +1
**Orbital gap**: 7.139 eV
**HOMO**: -9.89 eV
**Lowest unoccupied orbital energy**: -2.7 eV
**Relative energy (zero: lowest compared OMol25 entry of this formula, charge and spin)**: 38.9 kcal per mole
**Calculated total energy**: -2867.8835 hartree

Positions of all 103 atoms, in Å:
1 C 6.071 -0.861 4.079
2 C 5.192 0.403 3.962
3 C 4.079 0.143 2.945
4 C 3.137 1.371 2.815
5 O 2.071 1.031 1.900
6 P 0.621 0.539 1.697
7 O -0.620 1.516 1.571
8 C -1.696 2.363 2.316
9 C -2.845 1.486 2.801
10 C -4.002 2.300 3.386
11 C -3.812 2.745 4.832
12 O 0.075 -0.893 2.191
13 C -0.415 -1.692 3.363
14 C -1.302 -2.846 2.860
15 C -1.703 -3.772 3.995
16 C -2.585 -4.930 3.552
17 H 7.050 -0.563 4.532
18 H 5.579 -1.593 4.761
19 H 6.249 -1.321 3.109
20 H 4.742 0.683 4.907
21 H 5.786 1.256 3.570
22 H 4.498 -0.122 1.963
23 H 3.460 -0.723 3.285
24 H 2.637 1.627 3.747
25 H 3.700 2.243 2.369
26 H -1.171 2.875 3.115
27 H -2.050 3.092 1.551
28 H -3.219 0.890 1.957
29 H -2.443 0.787 3.562
30 H -4.176 3.168 2.742
31 H -4.894 1.675 3.322
32 H -4.712 3.225 5.191
33 H -3.591 1.895 5.480
34 H -2.982 3.472 4.923
35 H 0.444 -2.086 3.891
36 H -1.001 -1.022 4.039
37 H -2.196 -2.444 2.371
38 H -0.755 -3.409 2.092
39 H -0.783 -4.162 4.445
40 H -2.200 -3.190 4.758
41 H -2.770 -5.595 4.379
42 H -3.565 -4.546 3.201
43 H -2.138 -5.490 2.738
44 F 7.693 -2.454 -4.269
45 C 7.019 -2.602 -3.105
46 F 5.726 -2.969 -3.397
47 F 7.579 -3.656 -2.421
48 C 7.012 -1.380 -2.230
49 N 6.237 -1.687 -1.003
50 C 7.025 -2.017 0.112
51 C 8.072 -1.138 0.506
52 C 8.906 -1.481 1.571
53 C 8.740 -2.700 2.234
54 C 7.733 -3.587 1.835
55 C 6.873 -3.251 0.788
56 C 4.900 -1.448 -0.942
57 C 4.137 -1.936 0.129
58 C 2.837 -1.447 0.380
59 C 2.318 -0.396 -0.352
60 C 1.007 0.264 0.025
61 C 0.669 1.510 -0.728
62 C -0.570 1.525 -1.349
63 C -0.951 2.575 -2.190
64 C -0.092 3.678 -2.366
65 N -0.505 4.828 -2.996
66 C -1.713 4.833 -3.843
67 C -1.286 4.597 -5.266
68 F -2.302 4.555 -6.162
69 F -0.412 5.585 -5.659
70 F -0.595 3.413 -5.346
71 C -0.007 6.092 -2.639
72 C 1.258 6.516 -3.068
73 C 1.721 7.785 -2.733
74 C 0.931 8.621 -1.931
75 C -0.345 8.211 -1.516
76 C -0.824 6.967 -1.905
77 C 1.189 3.636 -1.787
78 C 1.586 2.539 -0.993
79 C 2.969 -0.084 -1.554
80 C 4.247 -0.610 -1.851
81 H 8.059 -1.165 -1.949
82 H 6.576 -0.547 -2.774
83 H 8.199 -0.208 -0.038
84 H 9.692 -0.788 1.879
85 H 9.397 -2.979 3.049
86 H 7.591 -4.554 2.325
87 H 6.098 -3.924 0.428
88 H 4.541 -2.706 0.798
89 H 2.258 -1.905 1.177
90 H 0.204 -0.441 0.159
91 H -1.262 0.713 -1.168
92 H -1.936 2.535 -2.662
93 H -2.430 4.066 -3.556
94 H -2.152 5.846 -3.795
95 H 1.858 5.813 -3.666
96 H 2.696 8.097 -3.085
97 H 1.310 9.600 -1.648
98 H -0.951 8.851 -0.890
99 H -1.832 6.625 -1.616
100 H 1.891 4.457 -1.959
101 H 2.596 2.528 -0.598
102 H 2.564 0.605 -2.296
103 H 4.737 -0.307 -2.778

=====

[4]
Density functional theory data (wB97M-V/def2-TZVPD) for the molecule C6H12O4S2 at a distorted geometry.

Output
**Orbital gap**: 9.724 eV
**HOMO**: -9.22 eV
**Lowest unoccupied orbital energy**: 0.5 eV
**Relative energy (zero: lowest compared OMol25 entry of this formula, charge and spin)**: 25.0 kcal per mole
**Calculated total energy**: -1333.0585 hartree

Positions of all 24 atoms, in Å:
1 C -2.965 -1.616 -0.724
2 C -2.493 -0.183 -0.609
3 O -1.257 -0.002 0.137
4 C -0.236 -0.784 -0.162
5 O -0.206 -1.511 -1.109
6 C 1.269 -0.355 0.833
7 C 0.970 0.248 2.169
8 S 2.303 -1.864 0.913
9 S 2.075 0.778 -0.418
10 C 1.049 2.226 -0.710
11 O 2.031 -0.022 -1.659
12 O 3.337 1.299 0.079
13 H -2.152 -2.213 -1.124
14 H -3.424 -2.095 0.162
15 H -3.787 -1.655 -1.524
16 H -2.984 0.446 0.164
17 H -2.255 0.211 -1.597
18 H 0.170 1.081 2.276
19 H 1.992 0.711 2.372
20 H 0.839 -0.483 3.000
21 H 2.869 -1.841 -0.349
22 H 1.422 3.027 0.079
23 H 1.385 2.613 -1.625
24 H 0.048 1.986 -0.572

=====

[5]
Density functional theory data (wB97M-V/def2-TZVPD) for a structure of composition C9H17F8N4O4S2Sn at a distorted geometry.

Output
**Charge**: +1
**Orbital gap**: 7.988 eV
**HOMO**: -11.58 eV
**Lowest unoccupied orbital energy**: -3.6 eV
**Relative energy (zero: lowest compared OMol25 entry of this formula, charge and spin)**: 0.9 kcal per mole
**Calculated total energy**: -2682.4641 hartree

Positions of all 45 atoms, in Å:
1 Sn -0.327 -1.160 -0.332
2 N 1.345 1.419 -2.244
3 C 2.401 2.397 -1.912
4 C 3.520 1.746 -1.090
5 C 3.101 1.304 0.316
6 N 2.253 0.098 0.264
7 C 2.383 2.435 1.058
8 C 1.298 3.125 0.239
9 N 0.189 2.174 0.008
10 C 1.808 3.573 -1.125
11 H 1.761 0.607 -2.694
12 H 0.700 1.829 -2.918
13 H 0.554 1.506 -0.747
14 H 2.863 2.801 -2.825
15 H 4.318 2.483 -0.983
16 H 3.927 0.890 -1.631
17 H 4.022 1.077 0.874
18 H 2.084 -0.208 1.221
19 H 2.798 -0.651 -0.162
20 H 3.120 3.183 1.353
21 H 1.936 2.032 1.966
22 H 0.922 3.979 0.810
23 H -0.660 2.636 -0.318
24 H -0.031 1.659 0.879
25 H 2.583 4.327 -0.990
26 H 1.003 4.044 -1.691
27 F -4.284 2.263 0.622
28 C -3.507 1.858 1.614
29 F -2.312 2.458 1.421
30 F -3.991 2.272 2.766
31 S -3.220 -0.002 1.530
32 O -2.268 -0.012 0.417
33 O -4.450 -0.650 1.342
34 N -2.465 -0.332 2.864
35 S -0.929 -0.498 2.733
36 O -0.494 -1.672 2.013
37 O -0.253 0.686 2.255
38 C -0.299 -0.690 4.471
39 F -0.642 0.388 5.160
40 F -0.724 -1.767 5.092
41 F 1.031 -0.730 4.383
42 F 0.866 -3.680 -0.345
43 C -0.525 -3.548 -0.564
44 F -0.687 -3.966 -1.860
45 H -0.994 -4.320 0.077

=====

[6]
Density functional theory data (wB97M-V/def2-TZVPD) for a structure of composition C5H9NO.

Output
**Orbital gap**: 10.054 eV
**HOMO**: -9.94 eV
**Lowest unoccupied orbital energy**: 0.1 eV
**Relative energy (zero: lowest compared OMol25 entry of this formula, charge and spin)**: 112.5 kcal per mole
**Calculated total energy**: -325.7582 hartree

Positions of all 16 atoms, in Å:
1 C -1.268 1.101 0.730
2 C -1.111 0.497 -0.618
3 C -1.171 -1.713 0.185
4 O -1.641 0.604 -1.649
5 N -1.639 -2.649 0.685
6 H -0.988 2.154 0.643
7 H -2.317 1.025 1.014
8 H -0.655 0.598 1.470
9 C 0.872 0.044 -0.868
10 C 1.846 -0.333 0.239
11 H 1.718 -1.374 0.538
12 H 0.929 1.103 -1.119
13 H 0.979 -0.523 -1.795
14 H -0.139 -0.633 -0.465
15 H 2.872 -0.197 -0.110
16 H 1.713 0.295 1.121

=====

[7]
Density functional theory data (wB97M-V/def2-TZVPD) for a cluster of 3 separate species, C6H14ClN2O2 in total at a distorted geometry.

Output
**Charge**: -1
**Orbital gap**: 7.588 eV
**HOMO**: -4.43 eV
**Lowest unoccupied orbital energy**: 3.2 eV
**Relative energy (zero: lowest compared OMol25 entry of this formula, charge and spin)**: 48.7 kcal per mole
**Calculated total energy**: -957.2814 hartree

Positions of all 25 atoms, in Å:
1 Cl -2.473 1.349 0.231
2 C 0.428 3.666 1.101
3 O 0.608 4.783 1.554
4 N 1.461 2.885 0.664
5 C 1.283 1.521 0.189
6 C 2.767 3.524 0.382
7 H -0.572 3.210 1.040
8 H 2.167 0.939 0.450
9 H 1.131 1.548 -0.890
10 H 0.463 0.943 0.616
11 H 2.862 3.672 -0.694
12 H 2.977 4.461 0.897
13 H 3.462 2.758 0.725
14 C 0.138 -2.691 -0.638
15 O 0.929 -3.231 -1.400
16 N -1.201 -2.904 -0.536
17 C -1.899 -3.822 -1.381
18 C -2.022 -2.272 0.477
19 H 0.451 -1.833 -0.023
20 H -2.424 -4.513 -0.722
21 H -1.211 -4.313 -2.069
22 H -2.649 -3.348 -2.015
23 H -2.652 -3.052 0.904
24 H -1.351 -1.735 1.147
25 H -2.675 -1.546 -0.007

=====

[8]
Density functional theory data (wB97M-V/def2-TZVPD) for a structure of composition C28H48F6OP2Sc at a distorted geometry.

Output
**Charge**: +1
**Orbital gap (spin up / spin down)**: 5.373 / 5.374 eV
**HOMO (spin up / spin down)**: -9.72 / -9.72 eV
**Lowest unoccupied orbital energy (spin up / spin down)**: -4.3 / -4.3 eV
**Calculated total energy**: -3213.3384 hartree

Positions of all 86 atoms, in Å:
1 Sc 0.494 0.636 -0.488
2 C 0.297 -0.359 2.652
3 C 1.465 0.212 2.050
4 C -0.178 1.836 2.186
5 C -0.651 0.671 2.839
6 C 1.117 1.563 1.644
7 C 0.205 -1.736 3.187
8 H 0.743 -2.448 2.546
9 H -0.839 -2.075 3.248
10 H 0.643 -1.832 4.192
11 C -1.767 0.613 3.812
12 H -2.130 -0.411 3.946
13 H -2.619 1.240 3.532
14 H -1.444 0.970 4.803
15 C -0.722 3.204 2.284
16 H 0.009 3.868 2.769
17 H -1.632 3.253 2.893
18 H -0.942 3.645 1.302
19 C 2.063 2.560 1.070
20 H 2.890 2.759 1.770
21 H 1.574 3.518 0.848
22 H 2.551 2.214 0.141
23 C 2.838 -0.156 2.473
24 H 2.976 0.113 3.541
25 H 3.596 0.415 1.922
26 H 3.051 -1.232 2.400
27 C 0.727 -1.173 -1.841
28 C 1.339 -1.377 -0.598
29 C 2.754 -1.881 -0.481
30 C 3.895 -0.852 -0.626
31 C 3.497 0.424 -1.310
32 C 2.990 0.440 -2.563
33 C 2.785 -0.807 -3.378
34 C 1.447 -1.545 -3.106
35 H 2.921 -2.686 -1.212
36 H 4.719 -1.362 -1.170
37 H 2.851 -2.367 0.498
38 H 1.660 -2.628 -3.096
39 H -0.375 -1.181 -1.896
40 H 0.698 -1.564 0.296
41 H 0.767 -1.412 -3.959
42 H 2.817 -0.547 -4.450
43 H 2.953 1.378 -3.128
44 H 3.603 -1.540 -3.232
45 H 4.289 -0.617 0.373
46 H 3.963 1.328 -0.908
47 P -1.011 -3.445 -0.187
48 C -2.233 -3.944 1.062
49 H -2.708 -4.892 0.774
50 H -2.995 -3.161 1.186
51 H -1.709 -4.033 2.025
52 C -2.004 -3.249 -1.705
53 H -2.675 -4.109 -1.813
54 H -1.361 -3.156 -2.586
55 H -2.600 -2.337 -1.646
56 C -0.085 -4.956 -0.628
57 H 0.683 -4.677 -1.366
58 H -0.748 -5.726 -1.049
59 H 0.436 -5.334 0.262
60 P 0.285 2.586 -2.418
61 C 1.674 3.776 -2.470
62 H 1.969 3.988 -3.507
63 H 2.544 3.354 -1.943
64 H 1.377 4.712 -1.975
65 C 0.405 1.767 -4.058
66 H 1.278 1.109 -4.121
67 H 0.476 2.563 -4.810
68 H -0.506 1.173 -4.214
69 C -1.171 3.610 -2.798
70 H -0.984 4.151 -3.738
71 H -1.371 4.320 -1.989
72 H -2.052 2.971 -2.919
73 C -2.896 1.848 0.136
74 C -2.778 0.559 -0.627
75 O -1.438 0.129 -0.591
76 C -3.737 -0.423 0.148
77 F -4.922 0.193 0.434
78 F -4.058 -1.612 -0.423
79 F -3.145 -0.724 1.353
80 C -3.397 0.679 -2.098
81 F -4.490 -0.094 -2.329
82 F -3.794 1.973 -2.356
83 F -2.473 0.358 -3.054
84 H -2.726 1.621 1.195
85 H -3.885 2.285 0.014
86 H -2.127 2.562 -0.199

=====

- Which value of calculated total energy does entry 8 give?
  -3213.3384 hartree